Density functional theory data (ωB97M-V with the def2-TZVPD basis set) for a gas-phase ion, C3H7N2 (charge +1) at a distorted geometry.

The spin multiplicity is 1. Its charge is +1. The gap between HOMO and LUMO is 10.4 eV.

Each line ends with the natural charge from an NBO analysis.
Positions of all 12 atoms, in Å:
C  0.966  -0.753  0.882  -0.674
C  -0.119  0.089  0.185  0.317
C  0.084  1.136  -0.969  -0.594
N  -1.621  0.557  0.672  0.172
N  -1.372  -0.439  0.039  -0.189
H  1.921  -0.312  0.777  0.267
H  0.965  -1.791  0.333  0.264
H  0.788  -1.069  1.924  0.277
H  0.968  0.889  -1.384  0.235
H  -0.664  0.818  -1.619  0.218
H  0.129  2.060  -0.600  0.252
H  -2.046  -1.186  -0.242  0.455